Density functional theory data (wB97M-V/def2-TZVPD) for a molecular structure, C55H39F5N3O2P2SiTa.

Atoms and positions in Å:
Ta: 0.34413 -1.11335 0.40224
O: 2.18880 -1.45961 4.10672
C: 1.45034 -1.51101 3.16956
N: 1.78039 -1.13468 1.84662
C: 3.11578 -0.74214 1.58378
O: 3.84403 -0.10350 2.27690
C: 3.47776 -1.26714 0.23570
C: 4.77718 -1.59202 -0.08002
C: 5.02144 -2.18898 -1.30619
C: 3.95233 -2.41384 -2.15965
C: 2.67937 -2.04930 -1.76397
N: 2.43001 -1.48547 -0.57387
C: 0.07494 -2.09347 3.26898
C: -0.30917 -2.75229 4.41442
C: -1.58044 -3.30540 4.46561
C: -2.42358 -3.13544 3.38119
C: -1.97341 -2.43819 2.27650
N: -0.73015 -1.94569 2.19914
H: 5.55741 -1.38339 0.63876
H: 6.02391 -2.48286 -1.58730
H: 4.08908 -2.88426 -3.12303
H: 1.83604 -2.23354 -2.40927
H: 0.39592 -2.82386 5.23055
H: -1.90689 -3.85124 5.34063
H: -3.43049 -3.52825 3.38184
H: -2.62231 -2.27080 1.43063
C: -0.77139 -2.79352 -3.05982
Si: -0.52455 -1.18903 -2.10843
C: 0.46644 -0.13092 -3.30888
C: 0.35859 -0.26918 -4.69514
C: 1.21373 0.40538 -5.55238
C: 2.19175 1.24483 -5.03793
C: 2.30394 1.41930 -3.66800
C: 1.46562 0.71270 -2.80972
P: 1.27925 1.15774 -1.05669
C: 0.42166 2.73510 -1.41471
C: 1.11745 3.94065 -1.37880
C: 0.50463 5.10831 -1.81106
C: -0.79771 5.08053 -2.28342
C: -1.48432 3.87471 -2.34613
C: -0.87286 2.70686 -1.92408
C: 2.88641 1.68741 -0.38366
C: 4.08044 1.37933 -1.03455
C: 5.29309 1.82243 -0.52699
C: 5.33122 2.57077 0.63944
C: 4.15130 2.85779 1.31132
C: 2.94197 2.41399 0.80595
C: -2.30307 -0.62254 -1.54607
C: -3.25171 -1.03590 -2.49265
C: -4.61783 -0.93990 -2.28763
C: -5.09496 -0.44803 -1.08427
C: -4.19414 -0.01519 -0.12868
C: -2.81051 -0.07739 -0.33325
P: -1.70255 0.67729 0.91003
C: -2.23546 0.49701 2.65964
C: -1.24220 0.91368 3.55364
C: -1.48923 0.97929 4.91258
C: -2.74269 0.63100 5.40365
C: -3.72848 0.21188 4.52757
C: -3.48050 0.14159 3.16026
C: -1.91590 2.48694 0.85708
C: -3.17571 3.02341 0.61362
C: -3.37980 4.38993 0.73425
C: -2.33692 5.22217 1.11254
C: -1.08496 4.68408 1.37650
C: -0.87949 3.32095 1.24889
H: -0.98955 -2.57989 -4.10649
H: -1.57642 -3.41367 -2.67742
H: 0.14442 -3.38971 -3.05022
H: -0.40456 -0.90328 -5.12655
H: 1.11131 0.28445 -6.62259
H: 2.85303 1.78340 -5.70357
H: 3.01916 2.13444 -3.28508
H: 2.13552 3.98305 -1.01807
H: 1.05187 6.04127 -1.78038
H: -1.27355 5.99358 -2.61585
H: -2.49533 3.84167 -2.73079
H: -1.41368 1.77208 -2.00709
H: 4.07507 0.78254 -1.93711
H: 6.21033 1.58211 -1.04896
H: 6.27715 2.91884 1.03171
H: 4.17326 3.41747 2.23638
H: 2.04149 2.63742 1.36131
H: -2.91674 -1.45302 -3.43410
H: -5.30290 -1.25757 -3.06248
H: -6.15769 -0.38269 -0.89375
H: -4.58858 0.40058 0.78508
H: -0.26289 1.20652 3.18240
H: -0.70862 1.30521 5.58720
H: -2.94542 0.68931 6.46448
H: -4.70639 -0.06131 4.90201
H: -4.27347 -0.21102 2.51920
H: -4.00675 2.39907 0.31936
H: -4.36036 4.80112 0.53520
H: -2.49990 6.28743 1.20614
H: -0.26664 5.32378 1.67969
H: 0.09706 2.90938 1.46115
F: 2.44050 -3.81959 0.70041
C: 1.22849 -4.24208 0.29082
C: 0.19567 -3.34237 0.03479
C: -1.00830 -3.97197 -0.24807
F: -2.10896 -3.20382 -0.45684
C: -1.19856 -5.33363 -0.34736
F: -2.39365 -5.82747 -0.64954
C: -0.12193 -6.17809 -0.12992
F: -0.26406 -7.48640 -0.22226
C: 1.09868 -5.62047 0.20198
F: 2.13893 -6.40241 0.45468

For the HOMO energy, the calculation gives -13.27 eV. For the orbital gap, the calculation gives 6.7460 eV. As for the energy above the lowest of the compared OMol25 structures with the same formula, charge and spin: 0.743 eV. The total energy comes out at -3962.15322 Eh. The total charge is +2. The multiplicity is 1.

Mulliken atomic charge list, values in e, 4 entries: number 1, Ta, carries 0.11; number 2, O, carries -0.55; number 3, C, carries -0.03; number 4, N, carries 1.02

=====

Density functional theory data (wB97M-V/def2-TZVPD) for 2 unconnected molecules or ions with the total composition CH4FN2O.

Atoms and positions in Å:
C: -0.19635 -1.04177 0.62026
N: -0.85010 1.35661 -1.78972
N: 0.76436 -0.49175 1.19793
O: 0.15891 1.22523 -1.14644
F: -1.38879 -0.45986 0.63762
H: -0.75008 2.06413 -2.59970
H: 1.71759 -0.95370 1.19901
H: 0.61432 0.36096 1.74383
H: -0.06986 -2.05985 0.13722

For the HOMO energy, the calculation gives -13.51 eV. For the orbital gap, the calculation gives 8.2136 eV. As for the energy above the lowest of the compared OMol25 structures with the same formula, charge and spin: 1.967 eV. The total energy comes out at -324.72875 Eh. The total charge is +1. The multiplicity is 1.

Mulliken atomic charge list, values in e, 4 entries: number 1, C, carries 0.29; number 2, N, carries 0.02; number 3, N, carries -0.15; number 4, O, carries -0.24

=====

Density functional theory data (wB97M-V/def2-TZVPD) for a gas-phase ion, C8H14NO (charge +1).

Atoms and positions in Å:
C: -1.84955 -1.32030 -0.42414
C: -1.92388 0.13360 -0.40985
C: -0.87830 -1.96935 0.18194
C: -0.90848 0.92777 -0.03231
C: 0.27286 -1.21300 0.85789
C: 0.71880 -0.01354 0.08092
C: -0.94172 2.41174 0.02525
C: 1.77965 1.02745 0.52464
N: 0.95476 -0.50340 -1.31262
O: 1.40518 -2.15840 0.82102
H: -2.64404 -1.88971 -0.78746
H: -2.90308 0.66158 -0.66054
H: -0.95669 -3.00857 0.32708
H: 0.04199 -1.07914 1.94011
H: -0.89973 2.84299 -0.95374
H: -0.23654 2.85883 0.59637
H: -1.92749 2.75664 0.32191
H: 2.84154 0.57623 0.30953
H: 1.55893 1.30839 1.61543
H: 1.60231 1.87427 -0.00766
H: 1.48165 0.10417 -1.96571
H: 0.03183 -0.88430 -1.67664
H: 1.34718 -1.39004 -0.96561
H: 2.03283 -2.05392 1.59417

The expectation value of S² is 2.0105. For the HOMO energy (alpha / beta), the calculation gives -9.63 / -14.32 eV. For the orbital gap (alpha / beta), the calculation gives 6.6690 / 8.0240 eV. As for the energy above the lowest of the compared OMol25 structures with the same formula, charge and spin: 1.711 eV. The total energy comes out at -442.76471 Eh. The total charge is +1. The multiplicity is 3.

Mulliken atomic charge list, values in e, 4 entries: number 1, C, carries -0.79; number 2, C, carries -0.04; number 3, C, carries -0.73; number 4, C, carries 0.58

=====

Question: The highest total charge belongs to which entry?
Answer: C55H39F5N3O2P2SiTa